[1]
Molecular formula: C3H9N3
Method: DFT, ωB97M-V with the def2-TZVPD basis set

Structure (ORCA input):
```
! RIJCOSX wB97M-V def2-TZVPD def2/J DEFGRID3
* xyz 0 1
H -1.856 -0.375 0.864
H 1.802 0.761 0.763
H -1.626 1.134 2.579
N 0.331 -1.153 -2.779
C 0.219 -0.396 0.184
H 0.238 -1.627 -1.618
C -0.883 0.102 0.876
H 0.601 -0.174 -2.705
H -0.850 2.197 1.420
N -0.409 -1.231 -0.610
C -0.786 1.206 1.881
N 1.494 0.102 0.065
H -0.617 -1.178 -3.147
H 0.138 1.185 2.459
H 2.204 -0.553 -0.230
*
```

Output
Calculated total energy, hartree: -283.795291
LUMO (alpha / beta), eV: 0.05 / -0.29
Orbital gap (alpha / beta), Eh: 0.30048 / 0.27171

---

[2]
Molecular formula: C3H9N3
Method: DFT, ωB97M-V with the def2-TZVPD basis set

Structure (ORCA input):
```
! RIJCOSX wB97M-V def2-TZVPD def2/J DEFGRID3
* xyz 0 1
H 0.055 0.125 -2.437
H 0.558 -1.478 -0.452
H -0.438 0.967 1.024
H -0.216 2.564 -1.628
H -1.648 1.554 -1.611
C -0.201 -0.615 -0.318
C 0.219 0.515 -1.385
C 0.440 -0.632 2.137
N -0.656 1.632 -1.233
N -0.133 -0.025 0.951
H -1.223 -1.206 -0.453
H 1.286 0.817 -1.215
H 0.770 -2.398 1.378
H 0.271 0.010 2.962
N 0.919 -1.831 2.280
*
```

Output
Calculated total energy, hartree: -283.921536
LUMO, eV: 0.89
Orbital gap, Eh: 0.35016
SMILES: [H]/N=C\NCCN

---

[3]
Molecular formula: C3H9N3
Method: DFT, ωB97M-V with the def2-TZVPD basis set

Structure (ORCA input):
```
! RIJCOSX wB97M-V def2-TZVPD def2/J DEFGRID3
* xyz 0 1
H 3.434 -3.068 -0.794
C -2.162 1.489 0.801
H -0.534 4.268 1.584
H -2.079 1.455 -0.287
N 2.451 -3.268 -0.950
H 2.386 -1.228 -0.729
N 0.526 -2.040 -1.305
H 0.150 -2.920 -1.612
C -0.777 3.294 1.190
H -1.487 0.708 1.176
H -0.037 2.778 0.571
H -3.167 1.166 1.053
H 0.246 -1.086 -1.430
C 1.854 -2.142 -1.001
N -1.867 2.734 1.483
*
```

Output
Calculated total energy, hartree: -283.916624
LUMO, eV: 0.57
Orbital gap, Eh: 0.36375
SMILES: [H]/N=C/N.C=NC

---

[4]
Molecular formula: C3H9N3
Method: DFT, ωB97M-V with the def2-TZVPD basis set

Structure (ORCA input):
```
! RIJCOSX wB97M-V def2-TZVPD def2/J DEFGRID3
* xyz 0 1
H 0.229 -0.205 -1.992
H 2.094 -0.273 0.286
H 1.018 1.726 1.029
H 0.604 -1.949 1.129
N -0.926 1.386 0.456
C 1.047 -0.182 0.009
H -1.958 -1.122 0.759
H -1.453 0.928 -0.314
C 0.132 -1.070 0.695
N 0.974 0.312 -1.530
H 1.780 0.770 -1.947
C 0.356 0.976 0.605
N -1.194 -1.291 0.108
H -1.442 -2.231 -0.205
H -1.263 2.225 0.910
*
```

Output
Calculated total energy, hartree: -283.807870
LUMO (alpha / beta), eV: 1.04 / 1.04
Orbital gap (alpha / beta), Eh: 0.27715 / 0.27712

---

[5]
Molecular formula: C3H9N3
Method: DFT, ωB97M-V with the def2-TZVPD basis set

Structure (ORCA input):
```
! RIJCOSX wB97M-V def2-TZVPD def2/J DEFGRID3
* xyz 0 1
H -0.542 -2.426 -1.602
H -0.779 -2.519 0.162
C -0.300 0.204 0.608
H 1.424 1.897 -1.055
N 1.386 2.046 -0.044
H -1.889 -1.549 -0.841
C -0.852 -1.871 -0.714
H 1.158 -0.945 -0.423
N 0.142 1.659 0.489
H 0.059 -0.009 -1.502
C 0.143 -0.570 -0.570
H 2.138 1.486 0.362
H -0.308 2.349 1.088
H -0.965 0.497 2.363
N -0.816 -0.247 1.679
*
```

Output
Calculated total energy, hartree: -283.915116
LUMO, eV: 0.98
Orbital gap, Eh: 0.36465
SMILES: [H]/N=C(/CC)NN

---

[6]
Molecular formula: C3H9N3
Method: DFT, ωB97M-V with the def2-TZVPD basis set

Structure (ORCA input):
```
! RIJCOSX wB97M-V def2-TZVPD def2/J DEFGRID3
* xyz 2 1
N -0.494 -1.273 -0.334
H 2.706 -1.728 -0.982
H -1.052 2.610 0.101
H 0.780 1.579 0.759
C 0.751 -1.380 -0.488
H 1.887 -3.061 -0.420
H -1.659 2.055 1.533
N 1.789 -2.024 -0.706
C 0.127 -0.054 -0.465
C -1.326 1.736 0.560
H 0.149 0.346 1.490
N -0.053 0.942 0.701
H -1.446 -1.637 -0.461
H -2.166 1.291 0.147
H 0.009 0.598 -1.434
*
```

Output
Calculated total energy, hartree: -283.214582
LUMO, eV: -8.46
Orbital gap, Eh: 0.46771
SMILES: C[NH2+][C@@H]1NC1=[NH2+]

---

[7]
Molecular formula: C3H9N3O
Method: DFT, ωB97M-V with the def2-TZVPD basis set

Structure (ORCA input):
```
! RIJCOSX wB97M-V def2-TZVPD def2/J DEFGRID3
* xyz 0 1
N -1.903 -0.683 0.025
C 2.334 -0.825 -0.911
H 2.947 0.089 -1.046
O 0.993 1.667 0.274
N -3.078 0.898 0.819
H 2.959 -1.694 -0.711
N -2.673 0.307 -0.251
H -2.764 0.562 1.738
H 1.914 -0.953 -1.841
H -0.041 0.414 1.438
H 0.964 -1.721 0.343
C 1.304 -0.718 0.105
C 0.732 0.372 0.587
H -3.599 1.805 0.733
H -1.558 -1.169 -0.804
H 1.468 1.649 -0.497
*
```

Output
Calculated total energy, hartree: -359.099484
LUMO, eV: 0.91
Orbital gap, Eh: 0.34174
SMILES: [H]/N=N/N.C/C=C\O

---

[8]
Molecular formula: C3H9N3O2
Method: DFT, ωB97M-V with the def2-TZVPD basis set

Structure (ORCA input):
```
! RIJCOSX wB97M-V def2-TZVPD def2/J DEFGRID3
* xyz 0 1
N 1.238 -1.223 -0.038
O -1.457 0.583 1.120
N 2.080 -0.205 1.881
O 2.226 0.834 -0.144
H 2.324 0.706 2.257
H 1.396 -2.083 0.475
H -1.961 1.628 -1.802
N -2.032 -0.805 -0.566
C -1.553 0.382 -0.073
C -1.150 1.367 -1.122
C 1.886 -0.123 0.510
H 1.348 -0.643 2.415
H 1.468 -1.313 -1.012
H -0.766 2.272 -0.661
H -0.355 0.965 -1.755
H -2.235 -0.891 -1.548
H -2.458 -1.451 0.063
*
```

Output
Calculated total energy, hartree: -434.519463
LUMO, eV: 0.77
Orbital gap, Eh: 0.38728
SMILES: CC(N)=O.NC(N)=O

---

[9]
Molecular formula: C3H9N3O2
Method: DFT, ωB97M-V with the def2-TZVPD basis set

Structure (ORCA input):
```
! RIJCOSX wB97M-V def2-TZVPD def2/J DEFGRID3
* xyz 0 1
H -1.984 1.044 -1.394
N -1.736 1.755 -2.080
H 2.011 -0.773 -1.601
N 1.042 -1.846 0.452
C 1.041 -0.616 0.285
H 0.754 1.328 0.754
H 1.473 0.794 -1.131
H -2.528 2.401 -2.062
O -0.624 -1.915 3.246
H -1.636 1.472 -3.068
C 1.942 -0.082 -0.781
H 2.942 0.230 -0.440
O -1.827 -2.676 1.582
N -0.932 -2.239 2.191
C 0.339 0.398 1.113
H 0.422 0.392 2.228
H -0.698 0.334 0.706
*
```

Output
Calculated total energy, hartree: -434.247221
LUMO (alpha / beta), eV: -0.36 / 0.23
Orbital gap (alpha / beta), Eh: 0.32748 / 0.34885

---

[10]
Molecular formula: C3H9N3O2
Method: DFT, ωB97M-V with the def2-TZVPD basis set

Structure (ORCA input):
```
! RIJCOSX wB97M-V def2-TZVPD def2/J DEFGRID3
* xyz 0 1
H 3.247 -1.518 -0.551
H 1.414 -0.950 1.183
H 0.098 1.637 0.668
H 3.415 -0.115 0.976
C 1.432 -0.123 0.193
N -1.588 0.622 -0.696
H 3.313 0.459 -1.008
C 2.972 -0.390 -0.205
C 1.265 1.420 0.518
H 0.449 -0.339 -1.656
O -1.474 -1.159 0.745
H 1.836 1.891 1.463
H -2.302 -0.374 0.850
N -0.844 -0.332 -0.145
N 0.478 -0.671 -0.585
O -2.683 0.510 -0.050
H 1.459 1.723 -0.541
*
```

Output
Calculated total energy, hartree: -434.166026
LUMO, eV: 0.35
Orbital gap, Eh: 0.36756
SMILES: CC(C)NN(O)N=O

---

[11]
Molecular formula: C3H9N3O2
Method: DFT, ωB97M-V with the def2-TZVPD basis set

Structure (ORCA input):
```
! RIJCOSX wB97M-V def2-TZVPD def2/J DEFGRID3
* xyz 1 2
H 0.378 -0.944 0.954
H -1.630 -0.817 -3.761
N -1.126 -0.866 -1.728
H -1.443 -0.866 0.810
H 0.032 -0.332 -3.372
C -0.787 -1.050 -3.147
C -0.518 -1.618 -0.783
H -1.281 0.096 -1.396
H 1.978 0.402 0.181
H 2.184 -0.067 1.721
O -0.632 1.358 1.365
N 1.502 0.019 0.959
H -0.485 -2.086 -3.297
C 0.590 1.529 1.462
H 0.070 -2.482 -1.091
N -0.641 -1.420 0.501
O 1.424 2.367 1.877
*
```

Output
Calculated total energy, hartree: -434.091680
LUMO (alpha / beta), eV: -3.96 / -8.44
Orbital gap (alpha / beta), Eh: 0.39130 / 0.22380

---

[12]
Molecular formula: C3H9N3O3
Method: DFT, ωB97M-V with the def2-TZVPD basis set

Structure (ORCA input):
```
! RIJCOSX wB97M-V def2-TZVPD def2/J DEFGRID3
* xyz 0 1
N -1.292 1.206 -0.373
H -0.598 -2.508 -1.751
H -0.791 1.312 -1.238
C -0.732 0.502 0.645
H -0.830 -1.802 0.764
N 1.190 0.681 0.667
O -1.121 0.548 1.799
O 1.499 0.962 1.977
H -0.142 -0.841 -2.106
C -0.714 -1.473 -1.418
C -0.212 -1.323 0.005
H 1.667 -1.240 -0.556
H -1.964 1.920 -0.130
H 0.693 0.647 2.451
O 1.822 1.668 -0.082
N 1.101 -1.355 0.286
H -1.768 -1.205 -1.501
H 2.190 2.301 0.562
*
```

Output
Calculated total energy, hartree: -509.479176
LUMO, eV: -0.29
Orbital gap, Eh: 0.29551

---

[13]
Molecular formula: C3H9N3S
Method: DFT, ωB97M-V with the def2-TZVPD basis set

Structure (ORCA input):
```
! RIJCOSX wB97M-V def2-TZVPD def2/J DEFGRID3
* xyz 0 1
H 1.575 2.467 -0.762
H -1.421 -1.367 -0.498
H 1.486 1.951 -2.470
H -0.558 0.561 -1.858
H 1.713 0.187 1.342
N 1.204 -0.676 1.111
C -0.236 1.460 -1.338
S -0.766 1.170 0.427
H -0.739 2.380 -1.662
N -0.218 -2.849 0.287
H 0.809 -2.801 0.417
C 1.261 1.658 -1.432
H 1.820 0.764 -1.182
N -0.730 -1.540 0.244
H -0.519 -3.343 1.153
C 0.025 -0.459 0.636
*
```

Output
Calculated total energy, hartree: -682.122700
LUMO, eV: 0.78
Orbital gap, Eh: 0.35446
SMILES: [H]/N=C(/NN)SCC

---

[14]
Molecular formula: C3H9N3S
Method: DFT, ωB97M-V with the def2-TZVPD basis set

Structure (ORCA input):
```
! RIJCOSX wB97M-V def2-TZVPD def2/J DEFGRID3
* xyz 0 1
N 0.173 0.749 -0.553
H -1.610 0.791 1.540
H 1.026 -1.916 1.604
C -0.381 0.539 -1.740
H 0.166 1.556 1.697
H 0.586 1.664 -0.326
H -1.257 -0.444 -3.009
C -0.455 0.633 1.667
H 2.161 -0.611 1.177
S -0.308 1.754 -2.807
H -0.281 0.171 2.670
N 0.060 -0.027 0.569
N -1.206 -0.514 -1.912
H 1.242 -1.789 -0.040
H -1.062 -1.486 -1.424
C 1.147 -1.069 0.888
*
```

Output
Calculated total energy, hartree: -682.067112
LUMO, eV: 0.62
Orbital gap, Eh: 0.32572
SMILES: CN(C)NC(N)=S

---

[15]
Molecular formula: C3H9N3S
Method: DFT, ωB97M-V with the def2-TZVPD basis set

Structure (ORCA input):
```
! RIJCOSX wB97M-V def2-TZVPD def2/J DEFGRID3
* xyz 0 1
N -2.154 -0.193 0.080
H 0.835 0.544 -1.173
H 0.112 -0.267 1.641
H 3.040 -0.042 0.078
H -2.986 0.019 -0.527
C -1.241 0.899 0.192
C 0.170 0.501 0.820
N 0.879 -0.053 -0.309
N -1.318 2.177 -0.226
H 2.125 -1.456 0.780
H 0.603 1.415 1.244
S -1.618 -1.872 0.088
C 2.176 -0.715 -0.107
H 2.665 -1.273 -0.862
H -2.260 2.212 -0.588
H -1.028 -1.897 -1.130
*
```

Output
Calculated total energy, hartree: -682.090523
LUMO, eV: 0.59
Orbital gap, Eh: 0.33629
SMILES: [H]/N=C(/CNC)NS

---

[16]
Molecular formula: C3H9N3S
Method: DFT, ωB97M-V with the def2-TZVPD basis set

Structure (ORCA input):
```
! RIJCOSX wB97M-V def2-TZVPD def2/J DEFGRID3
* xyz 0 1
H 0.007 -2.142 -2.213
C 0.324 -0.086 1.844
C 1.002 0.735 0.739
N -0.566 -1.253 -2.308
H -0.805 -1.439 0.778
N -0.655 1.005 -1.813
H 0.286 1.489 0.417
H -0.074 1.814 -1.978
H 0.969 -0.909 2.200
H 0.153 0.569 2.703
C -0.059 -0.264 -1.739
H 1.913 1.182 1.104
H -1.424 0.912 -2.459
H -1.524 -0.805 2.155
N -0.954 -0.573 1.315
S 1.406 -0.237 -0.743
*
```

Output
Calculated total energy, hartree: -682.150672
LUMO, eV: 0.84
Orbital gap, Eh: 0.35849
SMILES: [H]/N=C(/N)SCCN

---

[17]
Molecular formula: C3H9N3S2
Method: DFT, ωB97M-V with the def2-TZVPD basis set

Structure (ORCA input):
```
! RIJCOSX wB97M-V def2-TZVPD def2/J DEFGRID3
* xyz 0 1
C -0.300 0.358 -0.167
H 0.623 -2.093 -0.292
H 0.431 3.605 0.938
H -1.844 -0.813 2.989
H 2.105 0.242 -1.544
H 0.881 1.135 -2.390
N 0.160 1.525 0.012
C 1.175 0.111 -2.064
N 0.150 -1.791 -1.131
S -1.743 -0.303 0.711
H -0.433 0.368 2.627
C -1.003 -0.529 2.335
H -0.799 -2.146 -1.131
H 1.340 -0.532 -2.958
S -0.541 2.648 1.075
N 0.113 -0.397 -1.211
H -0.315 -1.385 2.200
*
```

Output
Calculated total energy, hartree: -1080.280560
LUMO, eV: 0.58
Orbital gap, Eh: 0.31962
SMILES: CS/C(=N\S)N(C)N

---

[18]
Molecular formula: C3H9N4
Method: DFT, ωB97M-V with the def2-TZVPD basis set

Structure (ORCA input):
```
! RIJCOSX wB97M-V def2-TZVPD def2/J DEFGRID3
* xyz 1 1
H 2.539 -1.816 -0.116
H 1.166 1.719 -0.174
N -1.166 -0.663 -0.483
H -1.605 1.386 -0.560
N -1.871 -0.620 0.771
N 2.399 -0.803 0.047
C -0.723 0.783 -0.736
H 0.460 0.996 1.231
N -0.033 -1.499 -0.456
H -1.844 -0.908 -1.270
H -2.394 -1.474 0.957
C 1.212 -0.452 0.004
C 0.583 0.850 0.029
H 3.083 -0.063 0.034
H -0.486 0.747 -1.726
H -1.072 -0.435 1.459
*
```

Output
Calculated total energy, hartree: -338.336410
LUMO, eV: -3.50
Orbital gap, Eh: 0.34709
SMILES: NC1=N[N@@H+](N)CC1

---

[19]
Molecular formula: C3H9N4
Method: DFT, ωB97M-V with the def2-TZVPD basis set

Structure (ORCA input):
```
! RIJCOSX wB97M-V def2-TZVPD def2/J DEFGRID3
* xyz 1 1
H 0.019 -1.912 -2.123
H -1.011 1.235 -0.822
N -1.317 0.309 1.041
C -1.128 0.226 -0.384
H 0.006 -0.323 -2.642
C 1.017 0.279 1.339
H -2.236 0.189 1.434
C -0.232 0.401 1.832
H 1.754 1.165 -0.824
H -1.981 -0.272 -0.851
H 1.996 -0.662 -0.211
N 1.194 -0.052 -0.025
H -0.399 0.553 2.885
N 0.344 -0.971 -1.933
H 1.911 0.419 1.917
N 0.064 -0.585 -0.634
*
```

Output
Calculated total energy, hartree: -338.336426
LUMO (alpha / beta), eV: -4.81 / -4.81
Orbital gap (alpha / beta), Eh: 0.29716 / 0.29714

---

[20]
Molecular formula: C3H9N4
Method: DFT, ωB97M-V with the def2-TZVPD basis set

Structure (ORCA input):
```
! RIJCOSX wB97M-V def2-TZVPD def2/J DEFGRID3
* xyz 1 1
H -0.039 2.462 0.524
C 0.090 1.449 0.180
H -2.716 1.359 -0.662
H -2.692 -0.266 -0.150
N 1.377 -0.517 -0.340
H -0.530 -2.838 0.091
H 2.043 1.469 -0.710
C 1.486 0.913 0.048
H 2.008 1.009 1.005
N -0.197 -0.988 -0.504
H -0.671 -1.675 1.355
C -0.920 0.658 -0.093
H 1.869 -1.134 0.311
N -0.606 -1.865 0.359
H 1.742 -0.676 -1.282
N -2.246 0.639 -0.133
*
```

Output
Calculated total energy, hartree: -338.372729
LUMO, eV: -3.02
Orbital gap, Eh: 0.36461

---

Record-wise ΔE to the lowest compared entry with this formula, charge and spin values, in kJ/mol: 493.1, 161.7, 174.6, 460.1, 178.5, 253.2, 380.6, 17.6, 732.4, 945.6, 231.3, 715.9, 113.4, 259.3, 197.9, 40.0, 95.8, 484.2, 484.2, 388.9